# 1
{"formula": "C2HN2PS2", "method": "ωB97M-V with the def2-TZVPD basis set", "symbols": ["S", "P", "C", "C", "S", "N", "N", "H"], "positions_angstrom": [[2.3951, 1.4688, -0.1587], [2.1155, -0.4005, 0.2238], [0.3530, -0.4051, 0.1858], [-0.5574, 0.7304, 0.0823], [-2.0951, 0.0185, -0.0778], [-1.4488, -1.5365, -0.1617], [-0.2260, -1.6175, 0.0162], [-0.5363, 1.7419, -0.1100]], "atomic_forces_ev_per_a": [[0.902, 0.048, 0.047], [0.643, 0.895, -0.080], [-1.151, 2.662, -0.499], [-0.339, -5.042, 0.197], [1.405, -0.191, -0.302], [-3.267, -1.226, -0.016], [0.836, 0.856, 0.394], [0.970, 1.998, 0.259]], "lumo_ha": -0.0648, "multiplicity": 1, "smiles": "S=Pc1csnn1", "gap_ev": 7.262, "relative_energy_kcal_mol": 20.0, "total_charge": 0}



# 2
{"formula": "C35H52F17N8O15", "method": "ωB97M-V with the def2-TZVPD basis set", "symbols": ["C", "C", "C", "O", "C", "C", "C", "C", "C", "F", "F", "C", "F", "F", "C", "F", "F", "C", "F", "F", "C", "F", "F", "C", "F", "F", "C", "F", "F", "C", "F", "F", "F", "N", "C", "C", "C", "C", "O", "N", "C", "C", "C", "C", "C", "C", "C", "C", "C", "C", "O", "H", "H", "H", "H", "H", "H", "H", "H", "H", "H", "H", "H", "H", "H", "H", "H", "H", "H", "H", "H", "H", "H", "H", "H", "H", "H", "H", "H", "H", "H", "H", "H", "H", "H", "C", "N", "O", "O", "H", "H", "H", "C", "N", "O", "O", "H", "H", "H", "C", "N", "O", "O", "H", "H", "H", "C", "N", "O", "O", "H", "H", "H", "C", "N", "O", "O", "H", "H", "H", "C", "N", "O", "O", "H", "H", "H"], "positions_angstrom": [[0.2531, -5.2339, 4.1204], [1.1815, -4.3944, 3.2323], [1.7699, -3.2719, 4.0672], [2.4840, -2.2771, 3.3309], [1.7516, -1.5554, 2.4154], [1.4994, -0.0374, 2.7976], [0.1733, -0.0573, 3.5623], [0.1680, 0.9311, 4.7398], [-0.4164, 2.2774, 4.4007], [0.1017, 3.1892, 5.2387], [-0.0340, 2.6646, 3.1527], [-1.9598, 2.2768, 4.5958], [-2.1523, 2.6614, 5.8769], [-2.4400, 1.0214, 4.5059], [-2.8334, 3.2445, 3.7604], [-2.2270, 4.4449, 3.8361], [-4.0109, 3.3499, 4.3869], [-3.0374, 2.8893, 2.2486], [-2.4256, 3.8106, 1.4972], [-2.4715, 1.7110, 1.9395], [-4.5296, 2.8202, 1.8306], [-4.5717, 2.2631, 0.6027], [-5.1875, 1.9923, 2.6479], [-5.2696, 4.1969, 1.7695], [-6.4991, 3.9989, 2.2726], [-4.6610, 5.1176, 2.5372], [-5.4923, 4.7954, 0.3627], [-4.3783, 4.7631, -0.3995], [-6.4640, 4.1189, -0.2652], [-5.9284, 6.2988, 0.4185], [-4.8572, 7.0749, 0.6204], [-6.8425, 6.5314, 1.3521], [-6.4267, 6.6100, -0.7865], [1.4736, 0.5796, 1.4456], [1.5129, -0.4929, 0.3673], [1.9225, 0.0253, -0.9868], [1.2062, -0.6825, -2.1145], [-0.2826, -0.4602, -1.9982], [-0.7782, 0.6197, -2.2710], [-1.0042, -1.5600, -1.5035], [-2.4379, -1.4289, -1.6176], [-3.1824, -1.1637, -0.4684], [-4.5697, -1.0665, -0.5451], [-5.2207, -1.2483, -1.7656], [-4.4803, -1.4976, -2.9229], [-3.0930, -1.5886, -2.8327], [2.4151, -1.5337, 1.0404], [3.8558, -0.9900, 1.1177], [4.8252, -1.8193, 0.2882], [6.1748, -1.1209, 0.2199], [6.6341, -0.8447, 1.5307], [-0.7832, -4.9803, 3.9445], [0.4758, -5.0730, 5.1687], [0.3794, -6.2860, 3.9073], [0.5915, -4.0367, 2.3958], [1.9993, -4.9878, 2.8460], [2.5017, -3.7196, 4.7245], [1.0135, -2.8415, 4.7190], [0.7470, -1.9092, 2.1914], [2.3146, 0.3229, 3.4029], [-0.0134, -1.0410, 3.9523], [-0.6374, 0.2090, 2.8877], [-0.3146, 0.5312, 5.6177], [1.1990, 1.1199, 5.0114], [0.6343, 1.1295, 1.2528], [2.2391, 1.2347, 1.2946], [0.4971, -0.8817, 0.3362], [2.9898, -0.0769, -1.1229], [1.6988, 1.0902, -1.0710], [1.4307, -1.7463, -2.0979], [1.5617, -0.2856, -3.0550], [-0.7291, -2.3749, -2.0446], [-2.6767, -1.0514, 0.4750], [-5.1652, -0.8613, 0.3259], [-6.2912, -1.2036, -1.8393], [-4.9465, -1.6485, -3.8782], [-2.5083, -1.7845, -3.7091], [2.3214, -2.4868, 0.5440], [3.9049, 0.0352, 0.7509], [4.1613, -0.9794, 2.1530], [4.9323, -2.7877, 0.7588], [4.4531, -1.9144, -0.7265], [6.0242, -0.1773, -0.3025], [6.8865, -1.7350, -0.3152], [6.9139, 0.0778, 1.5688], [-2.7117, -4.3087, -7.0873], [-2.4683, -3.4245, -5.9200], [-2.4036, -3.9328, -4.8178], [-2.3449, -2.2378, -6.1416], [-2.7998, -5.3278, -6.7321], [-3.6332, -3.9776, -7.5585], [-1.8650, -4.2072, -7.7543], [1.1682, -5.5405, -9.7831], [0.1931, -4.9244, -8.8423], [-0.3105, -3.8646, -9.1591], [-0.0351, -5.5248, -7.8141], [1.2665, -4.8940, -10.6461], [2.1106, -5.6384, -9.2537], [0.7787, -6.5144, -10.0623], [-1.8826, 0.6418, 8.8883], [-0.8841, -0.3008, 8.3095], [-1.3014, -1.2549, 7.6848], [0.2850, -0.0421, 8.4906], [-2.8744, 0.2841, 8.6409], [-1.7276, 0.6595, 9.9624], [-1.6966, 1.6194, 8.4540], [-4.0391, 5.5081, -3.4331], [-3.7041, 5.4938, -4.8795], [-2.8678, 6.2749, -5.2789], [-4.2983, 4.6904, -5.5649], [-3.4426, 6.2711, -2.9477], [-5.0991, 5.7269, -3.3478], [-3.8149, 4.5226, -3.0366], [2.8498, 1.4221, -6.2945], [3.6663, 0.8077, -5.2166], [4.8588, 0.7329, -5.3759], [3.0731, 0.4084, -4.2269], [3.5132, 1.7203, -7.0964], [2.1355, 0.6761, -6.6292], [2.3409, 2.2781, -5.8681], [10.7485, 0.7932, 1.1687], [9.3500, 0.7288, 0.6664], [8.4766, 1.2319, 1.3516], [9.1654, 0.1790, -0.3909], [10.7486, 1.3113, 2.1194], [11.0991, -0.2283, 1.2762], [11.3340, 1.3281, 0.4278]], "atomic_forces_ev_per_a": [[0.344, -0.041, -0.273], [-0.270, 0.040, 0.364], [0.026, -0.283, -0.110], [-0.269, 0.021, 0.441], [0.376, 0.493, -1.141], [-0.349, -2.651, 0.074], [0.019, 1.643, 0.311], [0.421, -0.127, -0.492], [0.290, -0.371, 0.582], [0.036, 0.455, 0.115], [-0.324, -0.016, -0.580], [-0.272, 0.240, 0.453], [-0.061, -0.082, 0.144], [-0.130, -0.129, -0.338], [0.646, 0.339, 0.085], [0.062, 0.002, -0.027], [-0.178, -0.145, -0.011], [-0.260, 0.383, 0.005], [0.007, 0.232, -0.168], [0.093, -0.472, 0.234], [-0.055, -0.227, -0.529], [0.102, 0.119, -0.073], [0.075, -0.125, 0.140], [-0.659, -0.080, 0.199], [-0.052, -0.041, 0.099], [0.368, -0.014, -0.022], [-0.088, 0.518, -0.449], [0.002, -0.183, 0.273], [0.126, -0.150, 0.121], [0.282, 0.195, -0.470], [-0.327, -0.169, 0.190], [0.167, -0.025, -0.186], [-0.032, -0.032, 0.342], [-0.563, 1.199, -0.758], [0.302, -0.938, 0.327], [0.051, 0.583, 0.089], [-0.295, -0.461, -0.077], [-0.259, 0.777, -0.509], [0.289, -0.735, 0.672], [-0.364, 0.344, -1.156], [-0.988, 0.109, 0.675], [-0.172, -0.048, -0.476], [0.058, -0.114, -0.578], [0.602, -0.030, -0.323], [0.562, -0.037, 0.896], [0.026, 0.173, 0.216], [-0.052, 1.609, 0.204], [-0.368, -0.790, -0.274], [0.365, 0.690, 0.443], [-0.506, 0.151, 0.286], [-0.060, -0.106, 0.220], [-0.263, 0.089, 0.081], [0.001, -0.071, 0.278], [-0.071, -0.280, 0.023], [0.074, 0.218, -0.292], [0.163, -0.165, -0.220], [0.291, 0.036, 0.228], [-0.244, 0.352, -0.014], [-0.204, -0.678, 0.572], [0.331, 0.375, -0.110], [-0.027, -0.382, 0.010], [-0.232, -0.326, -0.181], [-0.240, -0.134, 0.198], [0.201, 0.152, 0.293], [-0.104, 0.144, 0.415], [0.244, -0.104, 0.161], [-0.184, 0.043, -0.052], [0.318, 0.022, -0.046], [-0.079, 0.154, -0.035], [0.089, -0.217, 0.062], [-0.152, 0.061, -0.078], [0.338, -0.255, 0.427], [0.120, 0.042, 0.248], [-0.010, 0.031, 0.313], [-0.299, 0.078, 0.138], [-0.227, 0.025, -0.202], [0.110, -0.037, -0.325], [0.120, -0.377, -0.105], [0.014, 0.246, 0.003], [0.327, -0.018, 0.242], [-0.018, -0.421, -0.079], [-0.129, -0.313, -0.252], [0.194, 0.081, -0.361], [0.303, -0.058, -0.217], [0.210, -0.183, -0.043], [-0.300, -0.211, 0.032], [-0.028, -0.153, -0.103], [0.107, -0.062, -0.008], [0.046, 0.080, 0.036], [0.004, 0.013, 0.100], [0.052, 0.106, -0.018], [-0.217, 0.222, 0.051], [0.028, 0.070, -0.166], [0.231, -0.014, -0.263], [0.085, -0.036, 0.024], [0.118, -0.061, 0.075], [-0.043, 0.046, 0.015], [-0.025, -0.083, 0.055], [0.027, -0.048, 0.084], [-0.172, -0.060, 0.024], [-0.159, 0.083, 0.045], [0.020, -0.026, -0.138], [0.123, 0.035, -0.055], [0.013, -0.054, -0.029], [0.081, 0.067, 0.002], [0.085, 0.018, 0.062], [0.061, 0.122, 0.211], [-0.008, -0.027, -0.080], [0.070, 0.048, 0.010], [-0.034, -0.052, -0.039], [0.030, 0.025, -0.044], [-0.033, -0.094, -0.009], [-0.086, -0.039, -0.051], [0.024, 0.030, -0.185], [0.027, -0.078, 0.067], [0.136, 0.005, -0.016], [0.105, 0.135, -0.155], [0.062, -0.023, 0.019], [-0.064, 0.019, 0.079], [-0.122, 0.009, 0.072], [0.039, 0.097, 0.164], [0.063, 0.014, 0.073], [0.034, 0.221, 0.080], [-0.054, -0.079, -0.127], [-0.062, 0.011, 0.006], [0.012, -0.020, -0.095], [0.011, -0.076, -0.067]], "lumo_ha": -0.0739, "multiplicity": 1, "gap_ev": 8.994, "total_charge": 1}



# 3
{"formula": "C37H46Cl2F9I2N3O3PSSbTeTl", "method": "ωB97M-V with the def2-TZVPD basis set", "symbols": ["Tl", "Cl", "C", "C", "C", "C", "C", "Cl", "C", "S", "H", "H", "H", "C", "C", "C", "C", "C", "C", "C", "C", "C", "C", "C", "C", "N", "C", "C", "C", "C", "C", "N", "C", "C", "C", "C", "H", "H", "H", "H", "H", "H", "H", "H", "H", "H", "H", "H", "H", "H", "H", "H", "H", "H", "H", "H", "H", "H", "H", "H", "H", "H", "H", "H", "H", "C", "C", "O", "P", "O", "Te", "O", "C", "C", "H", "H", "H", "H", "H", "H", "H", "H", "H", "H", "F", "Sb", "F", "F", "F", "F", "F", "F", "C", "F", "F", "C", "C", "C", "N", "C", "C", "H", "H", "H", "H", "I", "I"], "positions_angstrom": [[0.7681, 1.0123, -0.0960], [-1.2209, 3.1256, 1.5200], [-0.4647, 3.6144, 3.0102], [-1.2052, 4.4651, 3.8138], [-0.6795, 4.9212, 5.0102], [0.5945, 4.5124, 5.3747], [1.3132, 3.6632, 4.5548], [2.9014, 3.2052, 5.0975], [0.8277, 3.1532, 3.3258], [1.7839, 2.0827, 2.3640], [-2.1912, 4.7667, 3.4868], [-1.2490, 5.5873, 5.6450], [1.0447, 4.8494, 6.2989], [-4.5860, 1.6787, 0.7468], [-3.4784, 0.6364, 0.9380], [-3.6013, -0.0421, 2.2951], [-3.4615, -0.3023, -0.2464], [-4.3300, -1.3824, -0.3299], [-4.4094, -2.1406, -1.4875], [-3.6380, -1.7918, -2.5846], [-2.7521, -0.7186, -2.5430], [-1.9188, -0.3618, -3.7601], [-0.5551, -1.0547, -3.7209], [-2.6332, -0.6510, -5.0808], [-2.6336, 0.0045, -1.3408], [-1.6778, 1.0323, -1.2091], [-1.8845, 2.1518, -1.8216], [-1.0013, 3.2547, -1.8788], [-1.2421, 4.4429, -2.5865], [-0.1061, 5.2229, -2.4133], [0.7738, 4.4697, -1.6003], [0.2382, 3.2805, -1.2944], [2.0911, 4.9547, -1.0328], [3.1273, 3.8328, -0.9963], [1.8433, 5.4643, 0.3950], [2.6397, 6.1038, -1.8833], [-4.5464, 2.4290, 1.5402], [-5.5700, 1.2011, 0.7684], [-4.4802, 2.1900, -0.2120], [-2.5302, 1.1668, 0.9230], [-4.5659, -0.5417, 2.4230], [-3.4989, 0.6976, 3.0923], [-2.8035, -0.7748, 2.4227], [-4.9637, -1.6254, 0.5158], [-5.0776, -2.9923, -1.5389], [-3.7232, -2.3751, -3.4932], [-1.7259, 0.7108, -3.7336], [-0.6721, -2.1384, -3.8159], [-0.0319, -0.8512, -2.7865], [0.0767, -0.7049, -4.5405], [-2.6888, -1.7234, -5.2824], [-2.0796, -0.1957, -5.9043], [-3.6491, -0.2505, -5.0862], [-2.8395, 2.3080, -2.3406], [-2.1351, 4.6772, -3.1492], [0.0772, 6.2052, -2.8196], [2.8158, 3.0318, -0.3296], [4.0787, 4.2110, -0.6129], [3.2925, 3.4136, -1.9905], [1.4442, 4.6633, 1.0167], [1.1276, 6.2909, 0.3865], [2.7772, 5.8098, 0.8487], [2.7687, 5.7957, -2.9233], [3.6126, 6.4148, -1.4939], [1.9769, 6.9715, -1.8605], [1.0968, -0.6778, 5.0068], [-0.0343, -1.1385, 4.1227], [0.3986, -2.3152, 3.3893], [-0.0874, -2.5321, 1.9053], [-0.3327, -1.2994, 1.1427], [-2.2053, -3.7625, 2.0611], [0.9613, -3.5277, 1.2995], [1.1687, -4.8536, 1.8183], [2.1665, -5.5550, 0.9294], [1.9479, -0.3704, 4.4016], [0.7641, 0.1804, 5.5939], [1.4132, -1.4743, 5.6821], [-0.3053, -0.3575, 3.4110], [-0.9196, -1.4250, 4.6965], [0.2096, -5.3848, 1.8127], [1.5336, -4.7725, 2.8430], [1.8485, -5.4968, -0.1125], [2.2256, -6.6059, 1.2206], [3.1490, -5.0972, 1.0208], [3.2493, -1.2021, 1.6829], [4.9812, -1.9646, 1.7286], [5.6885, -0.4384, 0.8728], [4.6670, -2.8020, 0.0554], [6.7158, -2.7446, 1.7616], [4.3194, -3.5211, 2.6096], [5.2852, -1.1887, 3.4309], [1.0456, -7.6440, -3.1094], [0.0473, -6.7505, -3.2657], [-1.0599, -7.3089, -2.7435], [-0.1628, -6.6501, -4.5966], [0.3748, -5.4226, -2.6513], [1.6112, -4.8453, -2.9019], [1.8737, -3.6023, -2.3451], [0.9887, -2.9385, -1.6092], [-0.1908, -3.4976, -1.3823], [-0.5493, -4.7477, -1.8733], [2.3563, -5.3495, -3.5025], [2.8350, -3.1194, -2.4888], [-0.8875, -2.9214, -0.7818], [-1.5193, -5.1679, -1.6498], [3.0152, -0.0786, -1.7028], [4.8226, -0.6867, -3.7768]], "atomic_forces_ev_per_a": [[0.234, 0.217, 0.063], [0.064, 0.148, 0.156], [-0.122, 0.008, -0.092], [0.022, 0.016, 0.053], [0.016, -0.022, -0.023], [-0.020, 0.027, 0.020], [-0.010, -0.068, -0.030], [0.013, -0.014, 0.006], [-0.006, 0.114, 0.137], [-0.203, -0.199, -0.114], [-0.001, -0.005, -0.012], [0.002, 0.002, 0.003], [0.007, -0.003, -0.003], [0.054, -0.002, 0.010], [0.038, 0.020, -0.009], [0.076, -0.044, -0.051], [0.019, 0.062, 0.024], [0.023, -0.032, 0.047], [0.051, -0.039, -0.013], [-0.004, -0.087, 0.023], [0.067, -0.018, 0.049], [0.072, 0.019, -0.058], [-0.054, 0.060, -0.007], [0.024, -0.002, 0.014], [-0.167, -0.097, -0.010], [0.130, 0.168, -0.040], [-0.128, 0.058, 0.108], [-0.037, -0.126, -0.163], [0.004, 0.067, 0.034], [-0.047, -0.046, 0.025], [-0.041, 0.028, -0.010], [0.121, -0.037, 0.106], [0.008, -0.018, -0.023], [-0.014, 0.000, -0.005], [-0.008, -0.009, -0.015], [0.019, 0.000, 0.006], [0.005, -0.003, -0.003], [-0.010, -0.008, -0.010], [0.005, 0.018, 0.007], [-0.043, -0.118, 0.058], [0.017, -0.027, 0.018], [-0.031, 0.035, -0.005], [-0.050, -0.024, 0.033], [-0.003, 0.015, 0.006], [-0.004, 0.012, -0.011], [-0.002, 0.013, -0.009], [-0.020, 0.000, 0.013], [-0.011, 0.012, 0.015], [0.010, -0.010, -0.019], [0.011, -0.009, -0.002], [-0.012, -0.003, -0.002], [0.008, -0.015, 0.001], [0.000, 0.010, -0.005], [0.040, -0.069, -0.072], [0.009, 0.002, -0.007], [-0.014, 0.008, 0.009], [-0.001, -0.034, 0.020], [0.004, 0.008, -0.011], [-0.005, -0.022, 0.010], [0.004, -0.014, 0.014], [0.002, -0.005, 0.015], [0.004, 0.008, -0.010], [0.005, 0.001, 0.003], [-0.005, 0.006, 0.002], [-0.006, 0.000, -0.006], [0.046, -0.088, -0.033], [-0.022, 0.128, 0.065], [0.057, -0.094, -0.075], [0.289, 0.209, 0.269], [-0.181, -0.153, -0.186], [-0.160, -0.017, -0.047], [-0.145, 0.115, 0.104], [0.156, -0.029, 0.059], [-0.002, 0.059, -0.038], [0.013, 0.030, -0.037], [0.016, 0.011, -0.003], [-0.027, 0.006, 0.023], [0.031, -0.005, -0.011], [0.002, -0.018, -0.005], [-0.031, 0.045, 0.011], [0.017, 0.012, 0.001], [-0.026, -0.043, 0.018], [0.041, 0.007, -0.004], [0.030, 0.052, 0.012], [-0.105, -0.095, 0.053], [0.175, 0.025, 0.037], [0.023, -0.003, -0.006], [-0.070, -0.070, 0.004], [-0.036, 0.030, 0.033], [-0.168, -0.044, -0.052], [0.014, -0.016, -0.020], [-0.008, 0.010, 0.000], [0.020, -0.023, 0.025], [-0.005, 0.000, 0.002], [-0.008, -0.003, -0.007], [0.026, 0.015, -0.077], [-0.026, -0.064, 0.018], [0.027, 0.083, 0.074], [-0.017, -0.012, 0.009], [-0.008, -0.112, -0.116], [-0.046, 0.069, 0.026], [0.009, 0.000, 0.010], [-0.008, 0.010, -0.014], [-0.026, 0.014, -0.091], [-0.025, -0.002, -0.001], [-0.005, 0.092, -0.349], [0.055, -0.060, 0.067]], "lumo_ha": [0.1111, 0.0484], "multiplicity": 2, "gap_ev": [5.724, 4.015], "relative_energy_kcal_mol": 0.0, "total_charge": -2, "s2": 0.75}



Energy, respectively: -36027.6347; -125946.8758; -154092.6085 eV.